Density functional theory data (the ωB97M-V functional and the def2-TZVPD basis) for one molecule with the formula C5H8.

The geometry in XYZ format:
```
13
Properties=species:S:1:pos:R:3:forces:R:3
C -0.2970 1.3630 -0.3771 0.0 -0.1 0.4
C -0.0545 -0.0963 0.1118 0.0 -0.3 1.2
C -1.2224 -1.0118 -0.1986 0.0 -0.3 -0.1
C 1.3179 -0.4610 0.1888 1.1 0.1 -1.1
C 2.4703 -0.3706 0.6145 -0.2 -0.5 -1.1
H 0.6376 1.9090 -0.5497 -0.2 -0.3 0.2
H -0.8592 1.3875 -1.3296 0.2 -0.4 0.4
H -0.8941 1.9185 0.3465 0.0 0.0 0.0
H 0.1827 -0.4401 1.2239 -1.9 1.9 -0.2
H -2.0828 -0.6407 0.3768 0.2 -0.2 -0.2
H -0.9939 -2.0245 0.1329 -0.2 -0.1 -0.1
H -1.5190 -1.0282 -1.2509 0.2 0.0 0.0
H 3.3645 -0.4007 0.0362 0.8 0.0 0.4
```
Forces are in eV/Å.

For the LUMO energy, the calculation gives 0.83 eV. The energy relative to the best compared isomer or geometry (same formula, charge and spin) comes out at 77.66 kcal/mol. The HOMO-LUMO gap is 0.3600 hartree. For the total energy, the calculation gives -5310.7991 eV.

Here are the natural (NBO) charges for atoms 1 to 5, given in e: -0.605 -0.296 -0.594 -0.017 -0.327